Record 1
Computed, not measured: a single C9H7NOS molecule in a non-equilibrium geometry, with ωB97M-V with the def2-TZVPD basis set.

```
19
Properties=species:S:1:pos:R:3:forces:R:3
C -2.109 -1.804 -0.087 1.13 -1.85 -0.42
C -2.416 -0.470 -0.078 -0.93 1.75 0.46
C -0.766 -2.169 -0.230 0.82 1.93 1.81
C -1.455 0.550 -0.045 1.57 -0.56 0.52
C 0.281 -1.230 -0.134 -2.53 1.31 -1.11
C -0.059 0.184 -0.046 -2.04 -2.81 -0.54
C 1.681 -1.532 -0.100 0.89 3.96 1.83
C 2.231 0.449 0.063 0.81 -3.37 -1.96
C 0.931 2.403 0.115 1.48 1.00 -1.91
N 1.019 0.982 -0.014 0.17 1.56 0.54
O 2.425 -2.395 0.142 0.13 -0.88 -0.64
S 3.625 1.242 -0.243 0.21 -0.89 0.67
H -2.783 -2.651 0.094 -0.20 0.84 -0.36
H -3.460 -0.101 0.017 0.73 -0.61 -0.08
H -0.370 -3.102 0.027 -0.23 -2.04 -0.45
H -1.806 1.563 0.194 0.46 -0.38 -0.51
H 0.223 2.809 -0.657 0.36 -0.11 1.25
H 0.783 2.571 1.167 -0.55 0.97 0.22
H 2.026 2.703 -0.185 -2.27 0.18 0.67
```
Forces are in eV/Å.

Calculated values
lowest unoccupied orbital energy: -0.9586 eV
highest occupied orbital energy: -0.2902 hartree
energy relative to the best compared isomer or geometry (same formula, charge and spin): 317.3 kJ/mol
HOMO-LUMO gap: 0.2549 Ha

Atom charges from the Mulliken analysis, given in e for atoms 1 to 4: -0.58, -0.32, -0.64, -0.52

***

Record 2
Computed, not measured: a molecular structure, C9H85BO36P in a non-equilibrium geometry, with ωB97M-V with the def2-TZVPD basis set.

```
132
Properties=species:S:1:pos:R:3:forces:R:3
C -1.536 -2.838 -2.316 -0.07 0.61 1.08
B -1.849 -1.328 -2.399 -0.56 -1.42 -0.51
O -2.375 -0.741 -3.516 0.85 0.52 0.23
P -1.485 -0.272 -0.792 0.16 0.56 0.08
O -0.098 -0.788 -0.146 -0.58 0.64 -0.96
C -1.363 1.493 -1.111 -0.38 -0.30 0.95
C -2.731 2.172 -1.285 0.40 -0.76 -0.91
C -2.508 3.593 -1.766 -0.49 0.11 1.08
C -2.002 4.504 -0.636 -0.06 0.05 -0.92
C -0.473 4.543 -0.517 -0.41 -0.80 0.23
C 0.069 3.771 0.696 0.54 1.03 -0.27
O -0.902 3.764 1.748 0.20 -0.67 -0.97
C -0.710 2.953 2.806 0.38 -1.66 -1.76
C -0.483 1.464 2.724 0.72 0.59 -1.94
O -0.772 3.443 3.858 -0.22 2.00 4.15
H -0.532 -3.059 -2.687 0.00 -0.24 -0.35
H -2.284 -3.441 -2.818 0.10 -0.13 -0.45
H -1.523 -3.152 -1.273 0.04 -0.25 0.14
H -1.611 -0.410 -4.018 -0.48 0.38 -0.39
H -2.454 -0.471 0.206 0.05 -0.03 -0.10
H 0.584 -0.117 -0.367 0.29 -0.69 0.67
H -0.701 1.687 -1.950 0.11 -0.11 -0.20
H -0.915 1.898 -0.208 0.15 -0.06 -0.07
H -3.281 1.615 -2.042 -0.27 -0.03 -0.08
H -3.290 2.119 -0.356 -0.11 0.14 0.16
H -1.824 3.579 -2.606 -0.03 0.18 -0.35
H -3.473 3.982 -2.061 -0.19 0.07 -0.44
H -2.508 4.195 0.274 0.16 0.10 0.22
H -2.377 5.491 -0.862 0.11 0.42 0.10
H -0.079 5.545 -0.553 -0.11 0.42 0.32
H -0.068 4.060 -1.401 0.23 -0.04 -0.18
H 0.945 4.299 1.065 0.19 -0.01 0.19
H 0.431 2.794 0.390 -0.16 -0.32 0.39
H 0.467 1.257 2.209 -0.22 -0.05 0.13
H -1.263 1.039 2.097 -0.22 -0.34 0.13
H -0.418 1.018 3.700 -0.32 -0.03 0.32
O -1.677 -3.117 1.215 0.40 0.41 0.06
H -1.636 -3.515 2.102 -0.41 0.00 0.03
H -0.984 -2.446 1.224 0.07 -0.17 0.04
O -2.215 -2.486 -6.274 0.22 0.00 0.03
H -3.137 -2.402 -6.554 -0.02 -0.08 0.10
H -2.076 -1.726 -5.703 -0.13 0.00 -0.11
O 1.002 -4.717 -3.608 0.26 -0.02 0.16
H 1.914 -4.499 -3.840 -0.05 0.08 -0.09
H 0.933 -5.664 -3.779 -0.15 0.05 0.00
O -1.845 7.678 0.356 0.21 -0.12 0.10
H -1.918 7.291 1.236 -0.07 0.06 -0.03
H -1.061 8.236 0.410 -0.11 0.06 -0.04
O 1.021 -4.832 -0.113 0.15 0.19 -0.42
H 0.429 -4.076 -0.178 -0.13 -0.18 0.13
H 1.305 -4.990 -1.021 -0.07 -0.05 0.00
O -5.004 -2.928 -5.547 0.16 0.22 -0.55
H -4.467 -2.862 -4.752 -0.09 -0.11 0.00
H -5.348 -3.827 -5.517 0.00 0.06 0.11
O 1.592 -0.637 1.803 0.06 0.06 0.40
H 2.550 -0.783 1.834 -0.17 -0.10 -0.04
H 1.236 -1.527 1.689 0.27 0.09 0.04
O 2.823 2.813 3.592 -0.22 0.18 -0.06
H 3.140 3.697 3.817 0.01 -0.04 -0.06
H 1.926 2.788 3.945 0.05 -0.01 0.07
O 2.684 -3.262 -5.721 -0.27 -0.10 -0.09
H 1.893 -3.364 -6.263 0.09 -0.21 -0.12
H 3.212 -2.600 -6.184 0.11 0.31 -0.10
O -3.038 3.830 5.592 -0.05 -0.02 -0.05
H -2.692 3.469 6.417 0.03 0.15 0.03
H -2.269 3.876 5.010 -0.05 -0.01 0.12
O 3.561 -1.199 0.156 0.10 -0.05 -0.04
H 3.327 -0.317 -0.165 0.15 -0.22 -0.23
H 4.002 -1.600 -0.600 0.08 0.00 0.16
O -2.366 -5.464 -0.208 -0.19 0.17 -0.10
H -3.282 -5.401 -0.500 0.04 -0.13 0.03
H -2.236 -4.688 0.358 0.08 -0.18 -0.11
O -5.110 5.644 3.989 0.10 -0.01 0.03
H -4.757 5.276 4.811 0.03 -0.10 -0.07
H -4.342 5.691 3.412 -0.06 0.01 0.05
O -3.156 -3.760 3.604 0.11 0.16 0.03
H -4.072 -3.684 3.307 -0.09 -0.01 -0.12
H -3.026 -2.987 4.165 -0.03 -0.12 0.08
O -6.091 -3.950 -3.232 -0.09 -0.06 0.35
H -7.005 -3.862 -3.528 0.05 -0.03 -0.01
H -5.962 -3.192 -2.651 -0.09 -0.05 -0.01
O 1.396 -5.462 2.527 -0.07 -0.23 -0.03
H 1.199 -6.304 2.952 0.02 0.10 0.05
H 1.344 -5.647 1.575 -0.02 0.25 0.17
O -0.271 0.546 6.717 0.06 -0.04 -0.24
H 0.070 1.256 6.163 -0.03 0.04 0.11
H 0.391 -0.151 6.648 -0.04 0.03 0.10
O 3.135 0.386 -2.074 0.06 0.31 -0.11
H 3.755 1.085 -2.314 -0.08 0.00 0.00
H 3.199 -0.249 -2.802 -0.17 0.01 -0.05
O -4.187 -1.567 -8.999 0.10 -0.14 0.17
H -4.570 -2.180 -8.361 -0.11 0.06 -0.09
H -3.414 -2.030 -9.343 -0.05 0.06 -0.02
O -1.732 3.875 8.456 -0.19 0.12 0.00
H -2.356 4.567 8.718 0.13 0.13 -0.05
H -0.876 4.318 8.455 -0.01 -0.10 -0.13
O 2.010 -1.697 -3.574 -0.49 0.17 0.27
H 1.592 -2.141 -4.322 0.44 -0.20 -0.20
H 1.321 -1.672 -2.902 0.18 -0.03 0.21
O 4.948 1.398 4.978 -0.05 0.05 -0.02
H 4.211 1.714 4.436 0.08 -0.01 0.09
H 5.182 2.149 5.534 0.03 -0.10 0.00
O -2.229 5.827 10.612 -0.01 -0.15 0.12
H -2.935 5.431 11.138 -0.06 0.04 -0.11
H -1.551 5.142 10.580 -0.02 0.03 0.18
O 5.586 -2.372 -5.196 7.94 -14.02 4.25
H 6.150 -2.266 -4.412 0.53 0.09 0.16
H 5.285 -3.287 -5.146 -0.22 -0.17 -0.45
O -2.199 6.924 13.783 -0.08 -0.20 -0.08
H -2.747 6.227 14.160 0.04 0.09 0.07
H -2.026 6.632 12.881 0.06 0.15 -0.04
O 8.325 -3.320 -5.060 -0.04 0.05 0.39
H 7.548 -3.448 -5.615 0.38 -0.06 -0.32
H 8.834 -2.654 -5.530 0.00 -0.09 -0.04
O -6.173 -3.354 2.044 0.06 -0.13 0.04
H -6.287 -4.242 1.685 0.01 0.04 0.02
H -6.998 -3.181 2.513 0.07 0.04 0.01
O 7.983 -3.884 -7.839 -0.02 -0.06 -0.18
H 8.884 -3.636 -8.071 -0.05 -0.02 -0.01
H 7.951 -4.832 -8.005 -0.02 0.05 0.01
O 4.580 -0.789 -5.462 -6.49 8.85 -1.10
H 3.857 -1.120 -4.921 0.12 0.30 0.06
H 5.232 -1.503 -5.464 -2.55 4.48 -2.13
O 6.908 -0.130 -6.711 0.32 -0.22 0.09
H 6.577 -0.754 -6.052 0.30 0.66 -0.42
H 7.689 -0.556 -7.076 -0.01 0.05 -0.09
O 7.769 -1.018 -3.223 -0.20 0.14 0.12
H 8.713 -0.971 -3.408 -0.06 -0.18 -0.05
H 7.604 -0.255 -2.657 -0.04 -0.03 -0.09
O -3.916 1.816 8.917 -0.07 0.09 -0.11
H -3.335 2.561 8.721 0.14 -0.24 0.08
H -3.817 1.232 8.158 0.01 0.01 0.08
```
Forces are in eV/Å.

Calculated values
charge: +1
lowest unoccupied orbital energy: -4.3772 eV
highest occupied orbital energy: -0.4287 hartree
energy relative to the best compared isomer or geometry (same formula, charge and spin): 380.3 kJ/mol
HOMO-LUMO gap: 0.2678 Ha

Atom charges from the Mulliken analysis, given in e for atoms 1 to 4: -0.09, 0.28, -0.64, 0.24

***

Record 3
Computed, not measured: 2 unconnected molecules or ions with the total composition C9H8BrO4 in a non-equilibrium geometry, with ωB97M-V with the def2-TZVPD basis set.

```
22
Properties=species:S:1:pos:R:3:forces:R:3
C -2.752 1.473 1.220 0.02 -0.81 1.29
C -1.727 0.979 2.025 3.61 0.03 -0.40
C -2.536 1.497 -0.121 1.71 -0.91 -1.09
C -0.473 0.567 1.472 -1.44 -0.47 -1.14
C -1.318 1.056 -0.720 -2.15 -0.12 -0.03
C -0.345 0.543 0.067 2.05 0.27 1.76
C 3.140 -2.305 1.005 -1.37 -2.81 -0.34
C 0.880 -1.429 -2.164 -1.83 -1.58 4.98
C 1.049 0.186 -0.474 0.02 -1.45 0.66
O 2.413 -3.150 0.648 -0.32 0.71 -0.42
O 4.004 -1.763 1.506 1.70 2.04 0.78
O 1.904 -0.401 0.218 -1.33 0.69 -0.95
O 0.964 -0.080 -1.854 0.23 1.18 0.26
Br 1.692 2.510 -0.528 0.29 0.43 -0.25
H -3.745 1.655 1.644 0.46 0.42 -0.16
H -1.520 1.173 3.052 -1.33 -0.16 1.16
H -3.327 1.801 -0.724 -1.19 0.55 -1.22
H 0.417 0.153 1.988 -0.92 0.68 0.22
H -1.174 0.950 -1.788 -0.20 0.58 -0.05
H -0.132 -1.936 -1.657 1.99 1.22 -1.63
H 1.662 -1.996 -1.635 0.06 0.11 -0.57
H 0.924 -1.482 -3.178 -0.08 -0.60 -2.85
```
Forces are in eV/Å.

Calculated values
charge: -1
lowest unoccupied orbital energy: 3.2396 eV
highest occupied orbital energy: -0.1647 hartree
HOMO-LUMO gap: 0.2837 Ha

Atom charges from the Mulliken analysis, given in e for atoms 1 to 4: -0.42, -0.52, -0.44, -0.43

***

Record 4
Computed, not measured: 2 unconnected molecules or ions with the total composition C9H8ClF3N2 in a non-equilibrium geometry, with ωB97M-V with the def2-TZVPD basis set.

```
23
Properties=species:S:1:pos:R:3:forces:R:3
C 2.889 -2.066 -0.267 -0.12 0.00 0.12
C 0.450 2.031 0.596 0.16 -0.46 0.20
C 0.146 0.950 -1.594 -0.12 -0.02 0.03
C 1.122 0.933 0.969 -0.76 0.70 0.12
C -0.037 2.201 -0.803 0.12 -0.04 0.15
C 1.409 -0.125 0.016 3.50 1.23 -0.97
C 0.566 -2.451 0.318 0.05 -0.03 0.14
C 1.778 -1.516 0.480 -0.61 -0.14 0.37
C 3.427 0.698 -0.780 -2.38 -0.67 1.24
N 3.764 -2.545 -0.822 0.55 -0.36 -0.39
N 0.772 -0.084 -1.212 -0.41 -0.27 -0.74
F 4.399 0.490 0.103 -0.01 0.07 -0.35
F 3.748 0.236 -1.976 -0.02 0.17 0.34
F 3.180 2.016 -0.864 0.14 -0.28 -0.09
Cl 1.671 0.761 2.603 0.06 0.06 0.05
H 0.232 2.815 1.304 0.09 0.04 0.14
H -0.298 0.904 -2.581 -0.08 0.04 -0.15
H -1.091 2.502 -0.812 0.05 0.00 -0.07
H 0.512 3.016 -1.293 -0.03 0.02 -0.04
H -0.269 -2.085 0.910 -0.09 0.02 0.07
H 0.272 -2.487 -0.728 -0.01 -0.01 0.01
H 0.826 -3.454 0.650 -0.03 -0.05 0.04
H 2.086 -1.475 1.531 -0.06 -0.01 -0.22
```
Forces are in eV/Å.

Calculated values
lowest unoccupied orbital energy (spin up / spin down): -0.6650 / -0.6581 eV
highest occupied orbital energy (spin up / spin down): -0.3203 / -0.3199 hartree
energy relative to the best compared isomer or geometry (same formula, charge and spin): 61.6 kJ/mol
HOMO-LUMO gap (spin up / spin down): 0.2959 / 0.2957 Ha

Atom charges from the Mulliken analysis, given in e for atoms 1 to 4: -0.03, -0.52, -0.30, 0.27

***

The records above give, respectively, E values of -23816.5767 -94378.7172 -87696.5965 -33115.0811 eV.